1.
Density functional theory data (wB97M-V/def2-TZVPD) for a gas-phase ion, C5H11BrNO3 (charge +1) in a non-equilibrium geometry.

Structure (XYZ):
```
21
Properties=species:S:1:pos:R:3:forces:R:3:mulliken_charge:R:1
C -1.7072 0.0156 -0.3145 0.38 -3.34 1.26 -0.6310
C -0.4331 0.7891 -0.3705 0.35 1.77 0.75 0.1023
C 0.5183 0.2051 0.7542 -2.47 0.97 0.08 0.3792
C -0.6422 -1.7824 0.1052 -1.07 4.97 0.49 -0.3281
C 0.6018 1.0644 2.0130 -2.34 -1.18 2.71 -0.7101
N -0.0907 -2.1849 -1.2934 1.18 3.12 1.39 -0.1325
O 0.2643 -1.1493 0.9702 -1.82 -3.22 -0.77 -0.3350
O 0.1600 0.6584 -1.6662 -0.06 -0.74 -0.28 -0.5843
O 1.5001 2.0711 1.7905 0.51 1.84 -0.66 -0.5093
Br -1.6479 -3.1862 0.9616 0.80 0.56 -0.68 -0.0413
H -2.1442 0.0542 0.7305 0.17 0.11 -1.51 0.3279
H -2.4553 -0.1407 -1.1688 1.44 0.53 1.28 0.3182
H -0.5528 1.9260 -0.1352 -0.11 -1.89 -0.36 0.3321
H 1.4508 0.1900 0.3799 3.47 0.59 -1.56 0.4067
H 0.9810 0.5281 2.9611 -0.44 0.21 -1.81 0.3162
H -0.4680 1.3881 2.3708 1.70 -0.16 -0.85 0.2369
H 0.6238 -2.8693 -1.1627 1.25 -0.52 -0.05 0.3216
H 0.2643 -1.2232 -1.8652 -1.36 -2.45 1.56 0.4624
H -0.8719 -2.7018 -1.5902 -1.41 -0.45 -1.77 0.3611
H 0.9344 1.2282 -1.7937 -0.28 -0.07 0.27 0.3599
H 1.1367 2.8389 1.3053 0.10 -0.65 0.50 0.3471
```
Positions in Å, forces in eV/Å.

Output
**ΔE to the lowest compared entry with this formula, charge and spin**: 177.2 kJ/mol
**Kohn-Sham gap**: 10.29 eV
**Lowest unoccupied orbital energy**: -3.33 eV
**Total charge**: +1



2.
Density functional theory data (wB97M-V/def2-TZVPD) for 2 unconnected molecules or ions with the total composition C5H11Cl2FO2PS in a non-equilibrium geometry.

Structure (XYZ):
```
23
Properties=species:S:1:pos:R:3:forces:R:3:mulliken_charge:R:1
C 1.3578 2.0858 0.2499 -0.98 -1.17 -0.49 -0.7702
C 0.4452 1.0100 -0.0034 -0.06 1.21 0.46 -0.1281
C -0.9073 1.4542 -0.7164 2.31 -0.59 -1.40 -0.3089
S -2.1760 0.1240 -0.7231 2.12 -0.49 -0.20 0.5064
F -2.2541 -0.4595 -2.2602 -0.34 1.39 1.93 -0.1700
P -4.1391 1.0500 -0.4157 -3.85 1.02 -0.83 0.4654
O -4.0940 2.6516 -0.9281 1.09 -2.09 1.07 -0.4218
O -4.4650 1.0126 1.2277 1.60 0.38 -1.83 -0.4363
H 1.3094 2.5862 1.2455 1.83 -1.58 -0.12 0.2776
H 2.0481 2.4280 -0.5503 -1.73 1.29 0.08 0.2969
H 0.6356 -0.0786 0.2955 -1.32 2.47 1.32 0.1064
H -1.2824 2.3159 -0.1109 -0.18 -0.93 -0.57 0.4111
H -0.6802 1.7521 -1.7714 -0.60 0.14 0.52 0.4330
H -3.1980 3.0236 -0.9354 -0.21 0.46 0.05 0.3413
H -5.2017 1.6292 1.3849 0.08 0.00 0.16 0.3682
Cl 3.7696 -1.7799 2.0631 -0.07 0.03 -0.01 -0.1669
C 3.2092 -3.1522 1.0781 -0.04 -0.05 0.06 -0.4023
C 2.5358 -2.6962 -0.1950 0.48 -0.34 -0.19 -0.5002
Cl 0.9727 -1.8906 0.1284 0.10 -1.41 -0.07 -0.1877
H 2.5424 -3.7586 1.6894 0.00 0.09 -0.03 0.3194
H 4.0870 -3.7501 0.8343 -0.04 0.06 -0.09 0.3110
H 2.3230 -3.5541 -0.8325 -0.09 0.03 0.09 0.3408
H 3.1621 -2.0033 -0.7545 -0.11 0.07 0.11 0.3150
```
Positions in Å, forces in eV/Å.

Output
**Kohn-Sham gap**: 5.55 eV
**Lowest unoccupied orbital energy**: -5.62 eV
**Total charge**: +1



3.
Density functional theory data (wB97M-V/def2-TZVPD) for 2 unconnected molecules or ions with the total composition C5H11Cl2NO2Si in a non-equilibrium geometry.

Structure (XYZ):
```
22
Properties=species:S:1:pos:R:3:forces:R:3:mulliken_charge:R:1
C -2.3910 -0.3920 -1.4777 0.75 0.51 3.77 -1.3224
C 1.9957 0.5276 1.3058 -1.16 -1.96 0.17 -0.9127
C -2.4035 0.1498 0.0933 -0.42 -2.52 -1.88 0.0249
C 2.7526 1.4796 0.5661 2.22 2.19 -0.74 -0.5908
C -2.4642 -1.1187 0.9864 0.32 2.60 -3.26 -0.3332
N -1.6971 -1.1299 1.9279 0.22 -3.24 2.35 0.2572
O -0.1275 1.8932 -0.2334 0.93 0.58 0.23 -0.2950
O -0.9107 -0.6624 2.6866 1.34 1.53 0.92 -0.5253
Si 1.2275 2.5921 -0.4245 -0.58 0.30 -0.48 0.4051
Cl 1.7683 4.3894 0.3966 -0.22 0.06 0.03 -0.2359
Cl 1.9962 2.5507 -2.3015 0.24 0.08 -0.39 -0.2356
H -1.5005 -0.8335 -1.8709 0.93 -0.07 0.25 0.3175
H -3.1280 -1.1355 -1.4811 -1.37 -0.97 -0.47 0.4782
H -2.6405 0.4400 -2.0279 -0.72 1.65 -1.63 0.3466
H 1.2314 -0.1637 0.8783 1.05 0.58 -0.21 0.2339
H 2.8629 -0.0071 1.6841 0.05 -0.95 0.81 0.3787
H 1.5016 1.0457 2.0807 -0.53 0.22 1.24 0.3573
H -3.4353 0.4906 0.2318 0.46 1.16 -0.21 0.2519
H -1.5154 0.7847 0.3219 -1.39 -0.31 -0.03 0.2443
H 3.4720 1.2425 -0.2427 -0.86 -0.21 0.20 0.4226
H 3.2562 2.2252 1.2524 -0.75 -0.61 -0.93 0.3435
H -2.9065 -2.0066 0.5908 -0.50 -0.62 0.27 0.3893
```
Positions in Å, forces in eV/Å.

Output
**ΔE to the lowest compared entry with this formula, charge and spin**: 265.4 kJ/mol
**Kohn-Sham gap (spin up / spin down)**: 9.47 / 4.07 eV
**Lowest unoccupied orbital energy (spin up / spin down)**: 0.41 / -3.75 eV
**Total charge**: 0



4.
Density functional theory data (wB97M-V/def2-TZVPD) for a molecular structure, C5H11Cl3NP in a non-equilibrium geometry.

Structure (XYZ):
```
21
Properties=species:S:1:pos:R:3:forces:R:3:mulliken_charge:R:1
C -1.1947 0.7803 2.4403 1.07 2.45 -2.12 -1.1419
C 0.1155 0.1168 -2.3214 -0.40 0.83 -0.92 -1.0396
C -1.5977 0.0049 1.1906 1.82 -1.13 0.19 -0.5155
C -0.7513 -0.5229 -1.3107 0.51 -2.76 3.97 -0.3653
C -0.6440 0.2786 0.0084 3.06 1.68 -0.23 0.0603
N 1.1185 0.0282 0.7165 -4.46 0.12 -1.51 -0.3680
P 2.3371 -0.4887 -0.0077 0.53 0.97 1.11 0.5788
Cl 2.4837 -2.2344 -0.9884 0.02 -0.30 -0.09 -0.1650
Cl 3.3953 0.7464 -1.2492 0.07 -0.05 -0.22 -0.2076
Cl 3.6138 -0.5537 1.5344 0.86 -0.58 0.04 -0.2239
H -0.0958 0.7515 2.4631 -0.30 -0.14 0.10 0.3173
H -1.5198 0.2773 3.2988 -0.94 -0.08 1.42 0.4115
H -1.3973 1.9047 2.3282 -0.30 -1.62 0.66 0.2464
H -0.2078 1.1865 -2.2880 1.08 -0.47 -0.16 0.3507
H -0.2206 -0.1952 -3.2886 0.25 -0.41 -0.87 0.3662
H 1.2153 -0.0663 -2.2196 -1.35 0.46 -0.15 0.1389
H -1.3347 -1.0166 1.4838 0.07 -0.31 -0.26 0.2699
H -2.6686 -0.1297 0.9993 0.17 0.88 -0.53 0.4289
H -0.4670 -1.6524 -1.0180 -0.39 2.32 -0.83 0.2165
H -1.8234 -0.6142 -1.4740 -0.10 0.38 -0.77 0.4009
H -0.3564 1.3987 -0.2978 -1.31 -2.26 1.16 0.2405
```
Positions in Å, forces in eV/Å.

Output
**ΔE to the lowest compared entry with this formula, charge and spin**: 121.4 kJ/mol
**Kohn-Sham gap**: 9.82 eV
**Lowest unoccupied orbital energy**: 0.30 eV
**Total charge**: 0



5.
Density functional theory data (wB97M-V/def2-TZVPD) for 2 unconnected molecules or ions with the total composition C5H11ClN in a non-equilibrium geometry.

Structure (XYZ):
```
18
Properties=species:S:1:pos:R:3:forces:R:3:mulliken_charge:R:1
C -2.9717 3.2917 -0.7507 0.86 -3.21 -0.05 0.0409
C -2.7874 2.1112 -1.0049 -0.72 0.40 0.04 -0.1844
C -0.0992 -1.6182 0.5463 -2.35 -2.45 0.66 -0.8074
C 0.4528 0.6684 0.8432 1.07 3.31 1.28 -0.7379
C 0.8774 -0.3190 -1.3186 1.32 -0.96 -0.87 -0.7643
N 0.0038 -0.3330 -0.0776 -1.59 1.47 -3.13 0.4211
Cl -2.8234 0.4264 -1.3298 -0.16 1.90 0.04 -0.1533
H -2.9353 4.1530 -0.1490 -0.21 0.95 -0.13 0.3653
H -0.9522 0.0120 -0.4487 1.29 -0.95 0.76 -0.2369
H -0.6318 -2.4462 -0.0754 1.28 1.66 0.61 0.3029
H 0.8829 -1.9632 0.9204 -0.65 0.26 -0.15 0.3688
H -0.8428 -1.3898 1.3437 0.87 -0.79 0.09 0.3840
H 0.8911 1.4265 0.1752 -0.11 0.14 0.79 0.3075
H -0.2683 1.2318 1.5275 0.28 -1.42 -1.22 0.3063
H 1.2540 0.3119 1.4823 0.09 -0.32 -0.06 0.3613
H 1.8466 -0.8694 -0.9630 -1.56 1.26 -1.06 0.3626
H 0.3556 -0.9523 -2.1191 0.83 0.90 1.21 0.3302
H 1.0912 0.7514 -1.7513 -0.55 -2.15 1.18 0.3333
```
Positions in Å, forces in eV/Å.

Output
**ΔE to the lowest compared entry with this formula, charge and spin**: 353.7 kJ/mol
**Kohn-Sham gap**: 11.00 eV
**Lowest unoccupied orbital energy**: -3.02 eV
**Total charge**: +1



> Which formula does entry 1 have?

C5H11BrNO3



Copy entry 5 word for word.
Density functional theory data (wB97M-V/def2-TZVPD) for 2 unconnected molecules or ions with the total composition C5H11ClN in a non-equilibrium geometry.

Structure (XYZ):
```
18
Properties=species:S:1:pos:R:3:forces:R:3:mulliken_charge:R:1
C -2.9717 3.2917 -0.7507 0.86 -3.21 -0.05 0.0409
C -2.7874 2.1112 -1.0049 -0.72 0.40 0.04 -0.1844
C -0.0992 -1.6182 0.5463 -2.35 -2.45 0.66 -0.8074
C 0.4528 0.6684 0.8432 1.07 3.31 1.28 -0.7379
C 0.8774 -0.3190 -1.3186 1.32 -0.96 -0.87 -0.7643
N 0.0038 -0.3330 -0.0776 -1.59 1.47 -3.13 0.4211
Cl -2.8234 0.4264 -1.3298 -0.16 1.90 0.04 -0.1533
H -2.9353 4.1530 -0.1490 -0.21 0.95 -0.13 0.3653
H -0.9522 0.0120 -0.4487 1.29 -0.95 0.76 -0.2369
H -0.6318 -2.4462 -0.0754 1.28 1.66 0.61 0.3029
H 0.8829 -1.9632 0.9204 -0.65 0.26 -0.15 0.3688
H -0.8428 -1.3898 1.3437 0.87 -0.79 0.09 0.3840
H 0.8911 1.4265 0.1752 -0.11 0.14 0.79 0.3075
H -0.2683 1.2318 1.5275 0.28 -1.42 -1.22 0.3063
H 1.2540 0.3119 1.4823 0.09 -0.32 -0.06 0.3613
H 1.8466 -0.8694 -0.9630 -1.56 1.26 -1.06 0.3626
H 0.3556 -0.9523 -2.1191 0.83 0.90 1.21 0.3302
H 1.0912 0.7514 -1.7513 -0.55 -2.15 1.18 0.3333
```
Positions in Å, forces in eV/Å.

Output
**ΔE to the lowest compared entry with this formula, charge and spin**: 353.7 kJ/mol
**Kohn-Sham gap**: 11.00 eV
**Lowest unoccupied orbital energy**: -3.02 eV
**Total charge**: +1